Record 1
The following is a DFT calculation (ωB97M-V with the def2-TZVPD basis set) of a molecular structure, C24H32BF4N5O5PdS.

Results
* total charge: -2
* E_tot: -68964.155 eV
* Kohn-Sham gap: 0.1930 hartree
* energy relative to the best compared isomer or geometry (same formula, charge and spin): 0.00 kcal/mol

Positions of all 73 atoms, in Å:
Pd 0.16044 -0.16762 -0.22626
O 0.51877 -0.37034 1.57549
C 1.94490 -7.04914 -2.65204
C 0.47548 -6.76171 -2.48477
C -0.09397 -5.61472 -3.02495
C -1.44816 -5.34918 -2.87431
C -2.24585 -6.21140 -2.13997
N -3.63571 -5.97818 -1.95355
C -4.30951 -4.77590 -2.12662
O -5.42857 -4.76969 -2.62746
N -3.71239 -3.63155 -1.69508
C -2.64741 -3.46280 -0.77147
C -2.55678 -4.22807 0.37798
C -1.54133 -3.94503 1.27815
C -0.68259 -2.88962 1.01318
N -0.75748 -2.18459 -0.10983
C -1.71105 -2.46158 -0.99387
C -1.68760 -7.35658 -1.58348
C -0.34454 -7.63195 -1.77059
H 2.42700 -6.25439 -3.21949
H 2.10735 -7.99395 -3.17746
H 2.44299 -7.11543 -1.68244
H 0.50599 -4.89342 -3.56772
H -1.84542 -4.44970 -3.32926
H -4.23586 -6.73731 -2.23515
H -4.20039 -2.79857 -1.98727
H -3.27602 -5.01760 0.56273
H -1.43827 -4.50866 2.19642
H 0.05090 -2.52126 1.72748
H -1.74468 -1.84948 -1.88678
H -2.31009 -8.02134 -0.99489
H 0.07962 -8.53043 -1.33311
C 2.98561 1.49880 2.23235
C 3.57559 0.11314 1.99508
C 4.15634 -0.05279 0.59130
S 2.97782 -0.08647 -0.81064
O 3.71776 0.61773 -1.91559
C 3.08947 -1.85015 -1.15320
C 2.67578 -2.68188 0.05350
C 2.28819 -4.09891 -0.35144
H 2.73864 1.63474 3.28786
H 2.05510 1.58827 1.67927
H 3.69362 2.28276 1.94128
H 2.79820 -0.62954 2.18049
H 4.39992 -0.07490 2.69697
H 4.77438 -0.94892 0.49214
H 4.77759 0.80986 0.33988
H 4.11427 -2.04632 -1.48698
H 2.40921 -2.01128 -1.99247
H 1.83157 -2.18655 0.54135
H 3.48526 -2.70480 0.78968
H 1.45787 -4.07321 -1.05833
H 1.97371 -4.68965 0.51277
H 3.12364 -4.61704 -0.83308
F 0.31480 -1.08440 -2.80323
B 0.21759 -1.78465 -4.02739
F 1.18357 -2.82895 -4.02098
F -1.07070 -2.36774 -4.12148
F 0.44287 -0.93802 -5.10868
C -0.58980 5.29046 0.86262
N -1.21670 4.07692 0.39388
C -2.55700 3.99958 0.16478
C -3.12759 2.86380 -0.25812
C -2.28993 1.67450 -0.46451
O -2.80148 0.62151 -0.85126
N -0.94655 1.79628 -0.21863
C -0.37518 2.94660 0.19696
O 0.81829 3.10926 0.42103
H -1.35019 6.06744 0.95076
H 0.18709 5.61448 0.16917
H -0.11448 5.13143 1.83197
H -3.11993 4.90953 0.34309
H -4.18790 2.79215 -0.44602

***

Record 2
The following is a DFT calculation (ωB97M-V with the def2-TZVPD basis set) of 2 unconnected molecules or ions with the total composition C5H10N3O.

Results
* total charge: +1
* E_tot: -11855.286 eV
* Kohn-Sham gap: 0.3341 hartree
* energy relative to the best compared isomer or geometry (same formula, charge and spin): 80.56 kcal/mol

Positions of all 19 atoms, in Å:
C 2.94814 -0.04975 -0.66146
C 1.96583 -0.24884 1.23745
C -1.79852 1.64859 0.61436
C -1.48825 -1.77502 -0.86450
C -1.45117 0.22854 0.38850
N 3.11028 -0.38627 0.56980
N 1.68513 0.44020 -0.75061
N 1.05379 0.31408 0.44798
O -1.97984 -0.50452 -0.51579
H 3.57864 0.19857 -1.44159
H 1.90905 -0.41709 2.26447
H -1.95843 2.03262 -0.43470
H -2.80490 1.81643 1.15366
H -0.95929 2.15287 1.19033
H -1.14256 -1.72970 -1.90394
H -2.34842 -2.52037 -0.90232
H -0.86924 -2.00543 0.04084
H -0.62672 -0.24795 0.96489
H 1.17647 1.05305 -1.39738

***

Record 3
The following is a DFT calculation (ωB97M-V with the def2-TZVPD basis set) of a molecular structure, C12H18NO7P2Pt.

Results
* total charge: -1
* E_tot: -50390.589 eV
* Kohn-Sham gap (spin up / spin down): 0.2577 / 0.2576 hartree
* energy relative to the best compared isomer or geometry (same formula, charge and spin): 62.29 kcal/mol

Positions of all 41 atoms, in Å:
Pt 0.80948 0.15756 -0.25895
O -0.52225 4.12546 -1.09934
P -0.67294 2.57651 -0.65560
O -2.10873 2.21096 -0.59255
O 0.28003 1.83855 -1.55887
O -0.15117 2.65856 0.89030
P 1.14965 2.08961 1.66481
O 0.52799 0.65733 2.25579
O 1.43332 2.96561 2.81420
O 2.20778 1.67386 0.68536
H -1.20807 4.63118 -0.67039
H 0.44393 0.76804 3.20151
C 1.61703 -1.81037 -0.39793
C 2.64290 -1.73324 -1.42028
C 2.37553 -2.10523 -2.75135
C 3.36191 -2.07283 -3.71233
C 4.65022 -1.66972 -3.38497
C 4.93054 -1.28091 -2.08231
C 3.95061 -1.31053 -1.11565
H 2.02014 -1.95195 0.61318
H 0.83274 -2.52969 -0.63739
H 1.37046 -2.40928 -3.00832
H 3.13548 -2.36475 -4.72896
H 5.42619 -1.65606 -4.13698
H 5.92851 -0.95289 -1.82465
H 4.16961 -0.99722 -0.10500
C -3.20333 -1.36249 2.23634
C -3.09346 -0.10553 1.35888
C -4.34004 0.10202 0.49135
C -2.85471 1.13257 2.22557
C -1.97785 -0.32944 0.46359
N -1.15659 -0.72880 -0.24920
H -4.06662 -1.27491 2.89203
H -2.30886 -1.47341 2.84517
H -3.31181 -2.25399 1.62337
H -5.20470 0.29213 1.12371
H -4.53454 -0.77294 -0.12354
H -4.16961 0.95661 -0.15816
H -3.71292 1.31934 2.86944
H -2.69548 1.98778 1.57490
H -1.97037 1.00252 2.84321

***

Record 4
The following is a DFT calculation (ωB97M-V with the def2-TZVPD basis set) of a molecular structure, C20H41CuO19V.

Results
* multiplicity: 4
* total charge: +2
* E_tot: -130617.530 eV
* Kohn-Sham gap (spin up / spin down): 0.2282 / 0.2217 hartree
* energy relative to the best compared isomer or geometry (same formula, charge and spin): 0.00 kcal/mol

Positions of all 82 atoms, in Å:
V 2.08244 -13.80392 19.43410
Cu 2.95786 -12.70481 22.39803
C 3.94916 -16.46204 21.86185
C 4.16030 -14.97023 21.96402
O 3.19655 -14.26758 21.18517
H 3.91580 -16.69577 20.79527
H 3.05383 -16.76720 22.40483
H 4.71069 -17.11152 22.29756
H 5.17665 -14.59927 21.78065
H 4.08151 -14.70224 23.03518
C 7.69944 -12.98411 21.60422
O 8.34334 -11.73733 21.56823
C 9.57290 -11.64909 22.09689
O 10.18274 -12.58155 22.52597
O 9.92737 -10.38232 22.04768
C 11.23225 -10.08338 22.57695
H 6.76382 -12.93987 21.04544
H 7.45968 -13.30152 22.62265
H 8.31745 -13.74929 21.13375
H 11.87549 -10.95274 22.45190
H 11.16525 -9.85758 23.63783
H 11.65515 -9.26730 22.00250
C 8.09737 -19.44447 27.62116
O 6.94603 -19.18831 26.78589
C 6.41340 -17.97248 26.83841
O 6.69426 -17.13358 27.64834
O 5.54964 -17.86445 25.82467
C 4.80419 -16.65430 25.83008
H 8.59430 -18.52572 27.90254
H 8.68079 -20.13261 27.01310
H 7.76643 -20.04211 28.46984
H 5.47758 -15.80403 25.93310
H 4.08562 -16.65186 26.64943
H 4.26201 -16.60267 24.88804
C 3.55175 -9.84246 18.16046
O 4.69001 -10.70295 17.99166
C 4.60176 -11.97608 18.18582
O 3.61406 -12.59499 18.60812
O 5.74504 -12.52179 17.88886
C 6.01184 -13.81599 18.44665
H 3.66442 -9.06836 17.40240
H 3.58698 -9.27575 19.08934
H 2.62922 -10.38613 17.98064
H 5.77073 -14.63797 17.77415
H 5.50310 -13.96589 19.40021
H 7.06564 -13.92960 18.69368
C 0.19118 -14.60430 22.55748
O -0.85600 -15.09676 21.75154
C -0.80999 -15.06084 20.45005
O 0.12770 -14.61128 19.76337
O -1.89489 -15.57255 19.97680
C -1.96788 -15.83494 18.55537
H 0.98942 -15.33860 22.67558
H -0.18422 -14.35592 23.54533
H 0.65139 -13.69673 22.14007
H -2.91051 -16.33616 18.36402
H -1.17945 -16.52782 18.27384
H -1.95678 -14.89564 18.01095
C 0.58101 -18.59932 19.66544
O 1.46711 -18.79997 20.74463
C 1.77249 -20.06749 21.05484
O 1.30808 -21.03162 20.53042
O 2.65183 -20.06297 22.03400
C 3.26569 -21.29705 22.38902
H -0.25160 -19.30080 19.70139
H 1.01560 -18.64960 18.66569
H 0.19626 -17.58686 19.79602
H 2.53405 -22.01143 22.78026
H 3.94583 -21.15766 23.22102
H 3.68007 -21.76487 21.49885
C 6.50082 -17.80938 19.35249
O 7.23475 -16.67982 19.78535
C 8.47905 -16.90224 20.24462
O 8.91077 -17.95935 20.58811
O 9.11133 -15.74283 20.26364
C 10.39367 -15.68442 20.93051
H 6.43955 -18.56861 20.13315
H 6.98622 -18.33436 18.52272
H 5.53225 -17.50938 18.96391
H 10.67499 -14.65281 21.08665
H 11.11480 -16.20222 20.29550
H 10.31365 -16.30216 21.82439

***

Record 5
The following is a DFT calculation (ωB97M-V with the def2-TZVPD basis set) of a gas-phase ion, C4H4NO3 (charge +1).

Results
* total charge: +1
* E_tot: -11831.791 eV
* Kohn-Sham gap: 0.2572 hartree
* energy relative to the best compared isomer or geometry (same formula, charge and spin): 107.38 kcal/mol

Positions of all 12 atoms, in Å:
C 0.30539 0.96828 -0.10056
C 0.75209 -0.27103 0.15029
C -2.39967 -0.97935 -0.34100
C -1.99136 0.42243 -0.03326
N 2.13542 -0.48707 0.15875
O -3.08737 -1.83979 -0.58714
O -3.14480 0.74807 0.24985
O -1.02136 1.16468 0.06668
H 0.85745 1.95610 -0.15869
H 2.21473 -0.90779 1.14680
H 2.85571 0.39561 -0.05503
H 2.52376 -1.17012 -0.49670